# 1
The following is a DFT calculation (ωB97M-V/def2-TZVPD) of a cluster of 2 separate species, CH2FIS in total.

Relative energy (zero: lowest compared OMol25 entry of this formula, charge and spin): 261.1 kJ/mol
Orbital gap (alpha / beta): 6.9 / 8.3 eV
E_LUMO (alpha / beta): -1.69 / -0.81 eV
HOMO energy (alpha / beta): -8.59 / -9.11 eV
Max |F|: 3.2 eV/Å
E: -834.92966 Ha

Each line ends with the natural charge from an NBO analysis.
Geometry (Å):
C -1.250 0.733 -0.133  0.05
F -0.870 1.545 0.825  -0.31
S 0.706 -1.276 0.056  -0.34
I -3.031 -0.181 -0.037  0.27
H -0.725 0.832 -1.123  0.22
H 0.405 -1.285 1.392  0.12

Atomic forces in eV per Å
2.72 -1.15 -1.30
-0.28 0.12 -0.11
-1.16 0.93 0.63
-0.65 -0.16 0.15
-0.80 0.28 1.29
0.17 -0.01 -0.66

=====

# 2
The following is a DFT calculation (ωB97M-V/def2-TZVPD) of a structure of composition C29H24ClCsN10O5.

Relative energy (zero: lowest compared OMol25 entry of this formula, charge and spin): 138.8 kJ/mol
Orbital gap: 8.1 eV
E_LUMO: -0.09 eV
HOMO energy: -8.20 eV
Max |F|: 1.5 eV/Å
E: -2523.70058 Ha

Each line ends with the Löwdin charge.
Geometry (Å):
Cs -1.099 -0.709 -2.466  1.47
N 3.811 -1.289 -2.701  0.11
C 2.500 -1.055 -2.455  -0.17
N 2.037 -0.168 -1.657  0.11
C 2.934 0.632 -0.942  -0.29
N 2.543 1.455 -0.048  0.07
N 1.192 1.573 0.133  0.04
C 0.718 1.010 1.163  -0.09
C -0.727 1.069 1.463  -0.26
C -1.184 0.687 2.719  -0.02
C -2.546 0.692 2.964  -0.05
C -3.408 1.068 1.948  -0.05
C -2.857 1.439 0.729  -0.14
N -1.552 1.446 0.482  0.09
C 4.376 0.504 -1.229  -0.09
C 5.339 1.322 -0.640  -0.02
C 6.678 1.144 -0.921  -0.08
C 7.077 0.138 -1.800  -0.08
C 6.140 -0.681 -2.396  -0.02
C 4.790 -0.493 -2.110  -0.18
H 4.079 -2.026 -3.330  0.15
H 1.801 -1.685 -2.998  0.11
H 1.349 0.444 1.851  0.12
H -0.479 0.378 3.481  0.10
H -2.928 0.396 3.933  0.11
H -4.481 1.070 2.086  0.11
H -3.498 1.739 -0.095  0.11
H 5.004 2.090 0.043  0.11
H 7.419 1.782 -0.459  0.10
H 8.127 -0.005 -2.020  0.11
H 6.442 -1.463 -3.082  0.11
O -4.561 -4.629 -0.503  0.12
C -4.181 -4.769 0.754  -0.51
O -4.745 -5.522 1.511  0.07
C -2.983 -3.992 1.195  -0.05
C -2.627 -3.794 2.511  -0.57
Cl -3.308 -4.435 3.931  0.81
N -1.549 -2.970 2.532  -0.07
N -1.139 -2.676 1.281  0.17
C -1.988 -3.274 0.470  -0.12
C -1.784 -3.123 -1.023  -0.77
O -2.829 -3.088 -1.730  -0.09
O -0.625 -2.958 -1.429  -0.29
C -0.797 -2.453 3.621  -0.21
C 0.578 -2.337 3.463  -0.02
C 1.333 -1.759 4.470  -0.08
C 0.724 -1.310 5.635  -0.09
C -0.649 -1.441 5.787  -0.08
C -1.417 -2.003 4.779  -0.07
H -3.975 -3.988 -1.013  0.07
H 1.029 -2.681 2.543  0.12
H 2.404 -1.664 4.346  0.11
H 1.317 -0.863 6.422  0.10
H -1.130 -1.091 6.692  0.11
H -2.490 -2.080 4.883  0.08
C -2.210 5.388 -3.830  -0.03
N -1.603 4.078 -3.785  -0.10
C -1.635 3.116 -4.875  -0.03
C -1.143 1.850 -4.158  -0.57
O -0.933 0.779 -4.703  -0.17
N -0.992 2.116 -2.835  0.04
C -1.296 3.393 -2.661  -0.42
N -1.295 3.918 -1.438  0.22
H -2.168 5.759 -4.852  0.09
H -1.654 6.090 -3.209  0.09
H -3.255 5.373 -3.506  0.10
H -0.972 3.389 -5.695  0.14
H -2.646 2.966 -5.263  0.14
H -1.004 3.282 -0.699  0.08
H -1.398 4.900 -1.267  0.10

Atomic forces in eV per Å
-0.31 0.69 0.23
0.00 -0.02 0.01
0.02 0.05 0.04
-0.10 -0.02 -0.01
-0.03 -0.02 -0.08
0.18 0.03 0.05
-0.15 0.02 -0.02
-0.02 0.00 0.04
0.02 -0.07 -0.07
0.01 -0.01 0.01
-0.03 0.00 0.00
0.02 -0.01 0.01
0.01 0.00 0.00
-0.10 0.13 0.04
-0.01 -0.03 -0.01
0.01 0.01 0.01
0.00 0.00 0.00
-0.01 0.00 0.00
0.00 0.00 0.00
0.02 0.02 0.01
-0.01 0.00 -0.01
0.09 -0.10 -0.01
0.00 0.02 0.01
0.00 0.01 0.00
0.00 0.00 -0.01
0.00 -0.01 0.00
0.00 0.02 0.01
0.00 0.00 0.00
0.00 0.00 0.00
0.00 0.00 0.00
0.00 0.00 0.00
0.01 0.24 -0.17
0.37 -0.38 -0.02
-0.11 0.15 0.02
-0.10 0.13 -0.02
-0.11 0.14 0.00
-0.01 -0.03 0.00
0.08 -0.13 0.08
-0.01 0.02 -0.07
0.00 -0.09 0.01
-0.12 -0.47 0.25
-0.11 -0.12 0.13
0.32 -1.35 0.65
-0.01 -0.02 0.00
0.02 0.01 0.00
-0.02 -0.01 -0.01
0.01 0.01 0.02
0.02 0.01 -0.01
-0.01 -0.02 0.00
0.03 -0.02 0.09
0.00 0.00 0.00
0.00 0.00 0.00
0.00 0.00 0.00
-0.01 0.00 0.00
0.02 0.02 0.01
0.00 -0.02 0.00
0.02 0.02 -0.02
0.02 0.04 0.07
0.00 0.31 -0.32
0.01 0.64 -0.83
0.05 0.22 -0.15
0.05 0.00 0.09
0.02 -0.02 0.01
0.00 0.01 0.00
0.00 0.00 0.00
0.00 0.00 -0.01
0.00 0.01 0.00
0.00 0.00 -0.01
-0.02 0.01 -0.02
-0.01 0.00 0.00

=====

# 3
The following is a DFT calculation (ωB97M-V/def2-TZVPD) of a cluster of 3 separate species, C31H58N4O4 in total.

Spin multiplicity: 3
Orbital gap (alpha / beta): 9.3 / 9.5 eV
E_LUMO (alpha / beta): 0.63 / 0.05 eV
HOMO energy (alpha / beta): -8.71 / -9.46 eV
Max |F|: 5.1 eV/Å
E: -1735.76316 Ha

Each line ends with the Mulliken spin population.
Geometry (Å):
C -2.046 -2.547 -5.436  0.00
C -3.020 -3.340 -4.469  0.00
C -2.105 -4.428 -3.759  0.00
C -3.563 -2.286 -3.458  0.00
C -4.956 -2.614 -2.840  0.00
C -5.279 -4.151 -2.730  0.00
C -5.217 -1.926 -1.457  0.00
O -4.040 -1.652 -0.680  0.00
C -3.869 -2.515 0.418  0.00
C -3.455 -3.931 0.057  0.00
N -3.320 -5.022 -0.158  0.00
C -2.813 -1.861 1.375  0.00
C -3.077 -2.443 2.758  0.00
N -3.158 -2.928 3.767  0.00
C -1.339 -2.149 0.998  0.01
C -0.865 -1.483 -0.328  0.01
O 0.205 -2.303 -0.846  0.00
H -1.241 -3.213 -5.811  0.00
H -1.531 -1.794 -4.804  0.00
H -2.571 -2.105 -6.300  0.00
H -3.791 -3.806 -5.106  0.00
H -1.041 -4.231 -3.967  0.00
H -2.304 -4.382 -2.671  0.00
H -2.436 -5.408 -4.155  0.00
H -3.684 -1.333 -4.021  0.00
H -2.764 -2.104 -2.716  0.00
H -5.715 -2.197 -3.535  0.00
H -5.979 -4.336 -1.887  0.00
H -5.846 -4.446 -3.636  0.00
H -4.406 -4.792 -2.545  0.00
H -5.679 -0.937 -1.673  0.00
H -5.974 -2.464 -0.847  0.00
H -4.826 -2.535 0.981  0.00
H -3.044 -0.784 1.438  0.00
H -0.706 -1.729 1.809  -0.01
H -1.089 -3.227 0.965  0.00
H -0.483 -0.455 -0.191  -0.01
H -1.631 -1.443 -1.125  0.00
H -0.190 -3.096 -1.235  0.00
C 3.149 2.784 -2.069  0.01
C 1.630 2.589 -2.331  0.02
C 1.206 3.409 -3.559  0.02
C 1.141 4.910 -3.288  -0.02
C 0.264 5.203 -2.075  0.02
C 0.690 4.411 -0.831  0.02
N 0.848 2.952 -1.111  0.31
O -0.347 2.433 -1.228  0.60
C 2.004 4.999 -0.280  0.02
C -0.326 4.669 0.290  -0.01
C 1.496 1.098 -2.657  -0.02
H 3.738 1.972 -2.495  0.00
H 3.539 3.704 -2.508  0.00
H 3.377 2.787 -1.002  -0.01
H 0.221 3.077 -3.902  0.00
H 1.897 3.220 -4.385  0.00
H 2.143 5.322 -3.146  0.00
H 0.732 5.421 -4.164  0.00
H 0.289 6.274 -1.858  0.00
H -0.776 4.966 -2.327  0.00
H 2.370 4.410 0.564  -0.01
H 1.857 6.019 0.081  0.00
H 2.800 5.066 -1.019  0.00
H -1.345 4.403 0.010  0.00
H -0.342 5.725 0.560  0.00
H -0.067 4.104 1.190  0.00
H 1.800 0.486 -1.804  0.00
H 2.131 0.830 -3.504  0.00
H 0.481 0.816 -2.937  0.01
C 4.264 0.507 2.631  0.01
C 2.903 0.964 3.223  0.06
C 3.139 1.743 4.526  0.02
C 3.544 0.849 5.696  -0.02
C 2.542 -0.289 5.881  0.01
C 2.316 -1.093 4.593  0.04
N 2.013 -0.219 3.424  0.31
O 0.786 0.218 3.552  0.60
C 3.562 -1.958 4.312  0.01
C 1.203 -2.120 4.837  -0.01
C 2.339 1.926 2.171  -0.04
H 4.617 1.191 1.857  0.00
H 5.057 0.461 3.379  0.00
H 4.187 -0.468 2.149  -0.01
H 2.228 2.283 4.803  0.00
H 3.909 2.503 4.368  0.00
H 4.552 0.452 5.551  0.00
H 3.589 1.445 6.611  0.00
H 2.889 -0.953 6.676  0.00
H 1.591 0.132 6.227  0.00
H 3.463 -2.488 3.361  -0.01
H 3.689 -2.712 5.091  0.00
H 4.493 -1.396 4.292  0.00
H 0.266 -1.664 5.159  0.00
H 1.491 -2.824 5.618  0.00
H 1.000 -2.700 3.931  0.00
H 2.166 1.411 1.223  -0.01
H 3.041 2.741 1.983  0.00
H 1.405 2.395 2.481  0.01

Atomic forces in eV per Å
-0.05 -0.61 0.51
1.93 0.67 -0.37
-1.58 0.44 -0.14
-0.59 0.03 -0.72
-0.12 -0.91 0.75
-0.53 0.34 -0.03
-0.41 1.06 -0.86
-0.20 -0.72 0.00
0.29 0.54 0.43
-1.46 4.73 1.11
0.81 -3.76 -0.83
-0.35 -1.14 0.91
0.95 1.95 -4.33
-0.46 -1.45 3.15
0.46 1.17 0.23
0.00 -0.90 -0.49
0.07 0.43 0.01
-0.59 0.30 -0.03
-0.27 -0.10 -0.62
0.27 0.10 0.50
0.10 0.14 0.60
-0.45 -0.24 0.15
0.33 -0.35 -0.52
0.63 0.26 0.43
0.13 -0.41 0.44
-0.53 -0.16 -0.17
0.35 -0.17 0.47
0.38 0.15 -0.44
0.64 -0.19 0.37
-0.38 0.25 -0.32
0.48 -0.39 0.27
0.54 0.04 -0.34
0.45 -0.52 -0.31
0.19 -0.41 -0.23
-0.34 -0.28 -0.36
-0.55 0.44 -0.05
-0.08 -0.59 0.06
-0.02 0.13 0.71
0.07 0.23 0.12
0.20 0.23 0.18
2.02 -0.58 -0.50
-0.36 0.36 0.08
-0.06 0.01 -0.03
-0.03 -0.31 -0.48
0.84 1.55 1.22
-2.35 0.28 -1.75
0.51 -0.29 0.74
0.40 -0.01 -0.15
-0.42 -0.63 0.06
-0.73 -0.24 0.25
-0.20 -0.01 -0.12
-0.04 0.04 0.12
-0.08 0.04 -0.03
-0.02 -0.10 0.15
0.08 -0.17 0.14
0.02 -0.04 0.05
0.03 -0.03 0.02
0.03 -0.07 0.21
0.03 -0.13 0.11
-0.05 -0.03 -0.07
-0.24 -0.07 -0.03
-0.01 -0.11 0.00
0.10 -0.15 -0.07
0.22 0.01 -0.16
0.00 0.00 -0.11
-0.04 0.01 -0.02
0.12 0.26 0.08
-0.02 0.08 0.19
0.22 -0.25 0.03
1.73 0.49 -1.16
-0.20 -0.22 0.46
-0.06 0.02 0.05
-0.01 0.59 -0.08
1.00 -1.88 0.51
-1.59 1.75 1.79
0.17 -0.58 -0.75
0.35 0.11 -0.13
-0.62 0.30 -0.34
-0.78 -0.08 0.01
-0.14 0.13 0.11
-0.05 -0.12 0.01
-0.05 0.02 0.07
-0.09 -0.09 -0.12
-0.02 -0.06 -0.22
-0.01 -0.03 -0.06
0.01 -0.01 -0.04
-0.05 -0.16 -0.15
-0.05 -0.04 -0.16
-0.03 0.07 0.02
-0.20 0.07 0.03
-0.04 0.04 -0.08
0.05 0.11 -0.14
0.24 0.11 -0.03
0.03 0.08 0.04
-0.04 0.00 0.04
0.20 -0.20 0.16
-0.05 -0.21 0.03

=====

# 4
The following is a DFT calculation (ωB97M-V/def2-TZVPD) of a cluster of 7 separate species, H14O7 in total.

Relative energy (zero: lowest compared OMol25 entry of this formula, charge and spin): 191.7 kJ/mol
Orbital gap: 9.9 eV
E_LUMO: -0.30 eV
SMILES string: O.O.O.O.O.O.O
HOMO energy: -10.16 eV
Max |F|: 3.1 eV/Å
E: -535.05084 Ha

Each line ends with the natural charge from an NBO analysis.
Geometry (Å):
O 1.084 1.066 -1.792  -0.93
H 1.824 1.428 -1.290  0.48
H 0.337 1.618 -1.634  0.49
O -0.382 -0.605 -0.316  -0.99
H -0.329 -0.390 0.614  0.49
H 0.372 -0.148 -0.731  0.49
O 2.461 -0.470 1.221  -0.95
H 2.943 -0.867 0.435  0.50
H 3.177 -0.689 1.828  0.48
O -0.247 -1.654 -3.395  -0.96
H -1.106 -1.506 -3.751  0.47
H -0.260 -2.020 -2.513  0.49
O 0.013 -0.147 2.339  -0.97
H 0.148 -0.430 3.196  0.48
H 0.912 -0.110 1.947  0.51
O -2.610 -0.287 -1.581  -0.97
H -1.820 -0.420 -1.054  0.49
H -2.212 -0.068 -2.407  0.44
O -1.605 2.033 2.674  -0.97
H -1.696 2.389 3.554  0.46
H -1.003 1.278 2.655  0.49

Atomic forces in eV per Å
1.35 -0.73 -0.19
-0.19 0.23 -0.10
-0.88 0.88 0.21
0.79 -0.33 -0.19
-0.42 -0.20 0.43
-0.31 -0.11 -0.22
2.17 -1.08 -1.60
-1.62 0.76 0.59
-0.24 0.35 0.94
1.70 0.16 -0.44
-1.04 -0.21 0.19
-0.70 -0.01 0.26
0.32 1.04 -2.59
0.24 -1.16 2.90
-0.37 -0.07 0.22
-1.13 -0.03 -0.05
0.42 -0.17 0.79
0.08 0.36 -1.10
-0.41 0.42 -0.60
0.19 -0.15 0.32
0.06 0.05 0.24

=====

> What is the formula in the first record?

CH2FIS

=====

> Which value of max |F| does entry 2 give?

1.5 eV/Å

=====

> Among the records above, which one has the lowest max |F|?

C29H24ClCsN10O5